{
  "formula": "C3H8NO",
  "method": "ωB97M-V/def2-TZVPD",
  "symbols": ["C", "N", "H", "H", "H", "H", "C", "C", "O", "H", "H", "H", "H"],
  "coordinates": [[1.61, 2.40, 0.63], [1.75, 1.25, -0.02], [2.29, 3.27, 0.42], [1.00, 2.69, 1.47], [1.11, 0.38, 0.11], [2.34, 1.02, -0.78], [-1.19, -0.70, -0.76], [-1.51, -1.58, 0.15], [-1.05, -2.86, 0.04], [-1.84, 0.12, -1.06], [-0.72, -0.95, -1.71], [-2.33, -1.51, 0.88], [-1.45, -3.52, 0.63]],
  "homo_lumo_gap_ev": [6.2, 10.1],
  "fmax_ev_per_a": 5.92,
  "charge": 0,
  "e_lumo_ev": [0.69, 0.69],
  "spin_multiplicity": 2
}